w:
{
  "formula": "C3H10N2O2",
  "method": "the ωB97M-V functional and the def2-TZVPD basis",
  "species": ["C", "C", "C", "N", "O", "N", "H", "H", "H", "H", "H", "H", "H", "H", "H", "H", "O"],
  "xyz": [[2.235, -0.783, 0.790], [0.926, -0.650, -0.049], [0.126, 0.617, 0.286], [-0.447, 0.488, 1.616], [-0.289, 1.424, -0.484], [3.140, 0.263, 0.321], [2.762, -1.696, 0.543], [2.038, -0.524, 1.830], [0.280, -1.457, 0.255], [1.199, -0.670, -1.089], [0.124, 0.929, 2.353], [-1.286, 1.065, 1.613], [4.121, 0.069, 0.114], [3.074, 1.206, 0.716], [-5.920, 0.434, -2.353], [-5.922, -0.314, -3.695], [-6.158, -0.400, -2.767]],
  "charge": 1,
  "s_squared": 0.7544,
  "homo_ev": [-13.12, -13.12],
  "multiplicity": 2
}



x:
{
  "formula": "C3H10N2O2",
  "method": "the ωB97M-V functional and the def2-TZVPD basis",
  "species": ["C", "N", "C", "N", "O", "C", "H", "H", "H", "H", "H", "H", "H", "H", "H", "H", "O"],
  "xyz": [[0.816, -1.030, -0.035], [-0.319, -0.185, 0.252], [-1.451, -0.113, 1.077], [-1.923, -1.341, 1.484], [-2.013, 0.914, 1.315], [1.227, -0.728, -1.498], [0.676, -2.089, 0.170], [1.706, -0.753, 0.550], [0.088, 0.738, 0.040], [-2.928, -1.426, 1.475], [-1.278, -2.121, 1.556], [1.674, 0.267, -1.556], [0.419, -0.881, -2.203], [2.002, -1.460, -1.736], [0.670, 3.209, -0.981], [-0.061, 3.270, 0.253], [0.694, 3.729, -0.163]],
  "charge": 1,
  "s_squared": 0.7617,
  "homo_ev": [-14.94, -14.94],
  "multiplicity": 2
}



How do the energies compare? Relative to the most stable structure, in kJ/mol: w 19.7; x 0.0.



w:
{
  "formula": "C3H10N2O2",
  "method": "the ωB97M-V functional and the def2-TZVPD basis",
  "species": ["C", "N", "C", "C", "N", "O", "H", "H", "H", "H", "H", "H", "H", "H", "H", "H", "O"],
  "xyz": [[1.543, 0.267, -0.879], [0.205, 0.368, -0.363], [-0.749, -0.752, -0.387], [-0.062, -2.052, 0.112], [-0.533, -2.560, 1.238], [0.792, -2.546, -0.606], [1.635, -0.503, -1.624], [2.195, -0.067, -0.061], [1.876, 1.262, -1.150], [0.230, 0.842, 0.549], [-1.132, -0.848, -1.410], [-1.540, -0.435, 0.276], [-1.921, 3.450, -1.175], [-2.385, 3.254, -0.632], [0.031, -3.384, 1.477], [0.107, 1.716, 2.743], [-0.292, 1.989, 1.891]],
  "charge": 1,
  "s_squared": 1.7844,
  "homo_ev": [-15.70, -15.27],
  "multiplicity": 2
}



x:
{
  "formula": "C3H10N2O2",
  "method": "the ωB97M-V functional and the def2-TZVPD basis",
  "species": ["N", "C", "C", "N", "C", "O", "H", "H", "H", "H", "H", "H", "H", "H", "H", "H", "O"],
  "xyz": [[-3.011, -0.603, -0.033], [-2.152, -0.141, 1.139], [-0.833, 0.209, 0.389], [-0.690, 0.153, -0.964], [0.277, 0.959, -1.750], [0.179, 0.354, 1.143], [-3.755, 0.051, -0.276], [-3.643, -1.336, 0.373], [-1.884, -0.721, 2.078], [-2.582, 0.648, 1.641], [-1.335, -0.550, -1.327], [0.978, 1.383, -0.953], [-0.141, 1.800, -2.404], [0.802, 0.335, -2.520], [5.939, -0.674, -0.320], [5.594, -1.147, 1.063], [5.094, -0.706, 0.226]],
  "charge": 1,
  "s_squared": 0.7613,
  "homo_ev": [-13.64, -13.64],
  "multiplicity": 2
}



How do the energies compare? Relative to the most stable structure, in kJ/mol: w 360.7; x 0.0.